(w)
Computed, not measured: a cluster of 2 separate species, C6H14N2O in total, with ωB97M-V/def2-TZVPD.

```
23
Properties=species:S:1:pos:R:3
C -0.3282 1.3335 -2.5920
C 0.0828 -1.1784 -1.7152
C -0.7190 -1.6491 1.4123
C -1.1440 0.6894 1.8025
N -0.5557 -0.2924 0.9235
N 1.0439 -0.8677 -0.6881
C 0.6742 0.0146 0.3393
C 1.4455 1.0559 0.6831
O 0.8245 1.8513 -2.2998
H 0.9650 2.1925 -1.3895
H 1.9444 -0.6173 -1.0774
H -0.1485 -0.2871 -2.4035
H -1.0660 1.4459 -1.7594
H -0.8614 -1.4854 -1.2749
H 0.4766 -1.9685 -2.3515
H -0.3833 -1.7405 2.4542
H -1.7733 -1.9282 1.3625
H -0.1366 -2.3345 0.8032
H -2.1793 0.4024 1.9885
H -0.6280 0.7657 2.7700
H -1.1349 1.6662 1.3220
H 1.2488 1.6613 1.5473
H 2.3525 1.2702 0.1429
```

- HOMO-LUMO gap: 8.5 eV

Per-atom Löwdin charges, elementary charge units:
1. C -0.064
2. C -0.101
3. C -0.072
4. C -0.091
5. N -0.201
6. N -0.027
7. C -0.430
8. C 0.023
9. O -0.065
10. H 0.082
11. H 0.123
12. H 0.001
13. H 0.026
14. H 0.082
15. H 0.093
16. H 0.091
17. H 0.088
18. H 0.080
19. H 0.087
20. H 0.091
21. H 0.086
22. H 0.043
23. H 0.055

---

(x)
Computed, not measured: a cluster of 2 separate species, C6H14N2O in total, with ωB97M-V/def2-TZVPD.

```
23
Properties=species:S:1:pos:R:3
C -1.1557 0.9778 0.3205
C -1.8165 -0.6356 -1.4669
C -0.9385 1.0842 1.8147
N -1.3620 -0.5209 -0.0925
H -2.0469 -0.9497 0.5252
H -2.0462 1.5486 0.0120
H -0.2883 1.3375 -0.2374
H -1.9940 -1.6826 -1.7119
H -1.0317 -0.2420 -2.1127
H -2.7443 -0.0840 -1.6666
H -1.8206 0.7500 2.3576
H -0.0967 0.4692 2.1173
H -0.7289 2.1168 2.0875
C 1.6604 -0.6426 0.1066
C 2.0899 0.0080 -1.1196
C 0.7453 -1.6559 0.1016
O 2.1468 -0.1805 1.3018
N 2.7205 1.1027 -1.2639
H 2.8402 0.4752 1.1381
H 2.9870 1.5662 -0.3909
H 1.7591 -0.4763 -2.0333
H 0.5729 -2.1969 -0.8136
H 0.5482 -2.1692 1.0262
```

- SMILES string: [H]/N=C\C(=C)O.CCNC
- HOMO-LUMO gap: 8.5 eV

Per-atom Löwdin charges, elementary charge units:
1. C -0.225
2. C -0.148
3. C -0.097
4. N -0.158
5. H 0.105
6. H 0.105
7. H 0.097
8. H 0.077
9. H 0.074
10. H 0.074
11. H 0.071
12. H 0.054
13. H 0.075
14. C -0.417
15. C -0.234
16. C 0.066
17. O 0.010
18. N 0.090
19. H 0.088
20. H 0.033
21. H 0.106
22. H 0.073
23. H 0.081

---

(y)
Computed, not measured: an isolated molecule of C6H14N2O, with ωB97M-V/def2-TZVPD.

```
23
Properties=species:S:1:pos:R:3
C -1.2536 2.3709 -0.3245
C 0.7980 0.4232 0.0356
C 1.3083 1.6233 0.9004
C 1.0025 -0.9897 0.7198
C 0.5376 -2.2499 0.0854
C -1.0173 -2.4985 0.0016
H -1.9402 1.4309 0.2025
H -0.8010 3.0470 0.5129
H -2.1381 2.9848 -0.9496
H -0.5326 1.8168 -2.2925
H 0.9832 2.5545 0.2825
H 0.6932 1.6798 1.8204
H 2.4835 1.4466 1.0214
H 2.1152 -1.1088 0.7819
H 0.7939 -0.7609 1.9172
H 0.9032 -3.0920 0.6077
H 1.0441 -2.3018 -0.8327
H -1.2818 -3.5585 -0.0042
H -1.4296 -1.9382 0.8548
H -0.6590 -1.2838 -1.7235
N -0.2508 1.8858 -1.2683
N 0.1351 0.5455 -1.0192
O -1.4940 -2.0269 -1.3297
```

- SMILES string: CN/N=C(\C)CCCO
- HOMO-LUMO gap: 9.6 eV

Per-atom Löwdin charges, elementary charge units:
1. C -0.174
2. C -0.348
3. C -0.059
4. C -0.171
5. C -0.225
6. C -0.212
7. H 0.141
8. H 0.070
9. H 0.120
10. H 0.137
11. H 0.064
12. H 0.073
13. H 0.124
14. H 0.110
15. H 0.168
16. H 0.092
17. H 0.096
18. H 0.102
19. H 0.103
20. H 0.179
21. N -0.181
22. N 0.013
23. O -0.219

---

(z)
Computed, not measured: an isolated molecule of C6H14N2O, with ωB97M-V/def2-TZVPD.

```
23
Properties=species:S:1:pos:R:3
C 0.9545 -0.2705 -0.4518
C -2.8363 0.5858 -0.3358
C -0.3670 0.7996 1.5197
C 2.0748 -2.2320 -0.1939
C -1.3997 0.7066 -0.6877
C -0.4810 -0.0615 0.3099
N 2.1886 0.3482 0.0945
N 1.4007 0.8841 -1.0680
O 1.0963 -1.5255 -0.8847
H -3.2365 1.5117 -0.6895
H -2.9741 0.3403 0.6739
H -3.3727 -0.1999 -0.9177
H 0.2612 1.6548 1.3323
H -0.0477 0.2882 2.3895
H -1.3785 1.2269 1.7348
H 1.6706 -3.0853 0.3471
H 2.6445 -1.4785 0.4838
H 2.8961 -2.4603 -0.8691
H -1.2638 0.4706 -1.6689
H -1.1240 1.7812 -0.7296
H -0.8152 -1.0112 0.7022
H 2.1484 1.0131 0.8178
H 1.9609 0.7136 -1.9088
```

- SMILES string: CC[C@H](C)C1(OC)NN1
- HOMO-LUMO gap: 10.5 eV

Per-atom Löwdin charges, elementary charge units:
1. C -0.560
2. C -0.110
3. C -0.089
4. C -0.102
5. C -0.245
6. C -0.237
7. N 0.063
8. N 0.101
9. O -0.057
10. H 0.069
11. H 0.050
12. H 0.092
13. H 0.072
14. H 0.069
15. H 0.094
16. H 0.087
17. H 0.105
18. H 0.083
19. H 0.076
20. H 0.122
21. H 0.136
22. H 0.062
23. H 0.118

---

Result of the stability comparison: (y) is the least stable of them.

---

(w)
Computed, not measured: an isolated molecule of C2H5NO2, with ωB97M-V/def2-TZVPD.

```
10
Properties=species:S:1:pos:R:3
N -0.9590 -1.0007 -0.0051
C -0.4746 0.0647 -0.6963
O -0.9434 0.4358 -1.7597
C 0.7857 0.6081 -0.0881
O 1.0184 0.2728 1.2605
H -1.6756 -1.5497 -0.4458
H -0.5957 -1.3277 0.8772
H 1.5127 -0.0708 -0.6386
H 0.8945 1.6742 -0.3260
H 0.4606 0.8515 1.7890
```

- SMILES string: NC(=O)CO
- HOMO-LUMO gap: 10.4 eV

Per-atom Löwdin charges, elementary charge units:
1. N 0.160
2. C -0.557
3. O 0.046
4. C -0.187
5. O -0.059
6. H 0.109
7. H 0.100
8. H 0.158
9. H 0.133
10. H 0.096

---

(x)
Computed, not measured: a cluster of 4 separate species, C2H5NO2 in total, with ωB97M-V/def2-TZVPD.

```
10
Properties=species:S:1:pos:R:3
C 0.6623 -1.6033 -0.8132
C -0.0098 -0.3231 -0.3326
H -0.2721 -2.0554 -2.1509
H 0.4338 -2.6188 0.4948
H 2.2638 -1.0451 -1.1449
H 1.4161 0.3100 1.1878
H -1.0108 1.5932 0.6577
N 0.4055 0.3067 0.7702
O -1.0988 0.1078 -0.7204
O -0.0992 1.5457 1.0252
```

- HOMO-LUMO gap: 8.4 eV

Per-atom Löwdin charges, elementary charge units:
1. C -0.090
2. C -0.748
3. H 0.231
4. H 0.206
5. H 0.197
6. H 0.198
7. H 0.111
8. N -0.060
9. O -0.014
10. O -0.031

---

(y)
Computed, not measured: an isolated molecule of C2H5NO2, with ωB97M-V/def2-TZVPD.

```
10
Properties=species:S:1:pos:R:3
C 1.2994 -0.2374 0.0757
C -1.1854 -0.5741 -0.1625
H 1.5691 0.1184 1.1253
H 1.8231 0.4615 -0.6905
H 1.5548 -1.2451 -0.1818
H -1.3277 1.5571 0.1881
H -1.0328 -1.7451 -0.1901
N -0.0952 0.1531 -0.1604
O -0.3811 1.5291 -0.0979
O -2.2242 -0.0175 0.0940
```

- SMILES string: CN(O)C=O
- HOMO-LUMO gap: 10.1 eV

Per-atom Löwdin charges, elementary charge units:
1. C -0.018
2. C -0.360
3. H 0.111
4. H 0.116
5. H 0.074
6. H 0.101
7. H 0.174
8. N -0.214
9. O 0.010
10. O 0.006

---

(z)
Computed, not measured: an isolated molecule of C2H5NO2, with ωB97M-V/def2-TZVPD.

```
10
Properties=species:S:1:pos:R:3
C 0.0452 -0.6854 0.0742
C -1.3104 0.1112 -0.0592
H 1.6360 -0.0586 -0.9250
H 1.7634 0.1536 0.5962
H 0.5603 -1.0436 1.0875
H 0.1115 -1.4349 -0.8012
H -0.2765 1.6627 0.1639
N 1.0360 0.3742 -0.0962
O -1.2095 1.4267 -0.0073
O -2.3560 -0.5057 -0.0329
```

- SMILES string: NCC(=O)O
- HOMO-LUMO gap: 10.4 eV

Per-atom Löwdin charges, elementary charge units:
1. C -0.166
2. C -0.526
3. H 0.137
4. H 0.068
5. H 0.161
6. H 0.139
7. H 0.091
8. N -0.086
9. O 0.105
10. O 0.077

---

Result of the stability comparison: (x) is the least stable of them.

---

(w)
Computed, not measured: an isolated molecule of C2H5NO2, with ωB97M-V/def2-TZVPD.

```
10
Properties=species:S:1:pos:R:3
C 1.1617 -0.5583 0.5259
C -1.4570 1.3305 -0.8247
O 0.3853 0.2095 -0.3340
O 0.8877 -1.9299 0.4619
N -0.9757 0.9219 0.2415
H -0.0399 -2.0665 0.6806
H 1.0313 -0.1719 1.5508
H 2.2144 -0.4478 0.2437
H -2.4680 1.7109 -0.8865
H -0.7398 1.0019 -1.6591
```

- SMILES string: C=NOCO
- HOMO-LUMO gap: 11.5 eV

Per-atom Löwdin charges, elementary charge units:
1. C -0.345
2. C -0.062
3. O -0.186
4. O -0.031
5. N 0.086
6. H 0.086
7. H 0.122
8. H 0.129
9. H 0.081
10. H 0.119

---

(x)
Computed, not measured: an isolated molecule of C2H5NO2, with ωB97M-V/def2-TZVPD.

```
10
Properties=species:S:1:pos:R:3
O -0.3897 -0.5751 -1.7414
C -0.2774 0.2179 -0.8515
O 0.0982 1.5057 -1.1294
C -0.5555 -0.0141 0.6043
N 0.4420 -0.9672 1.1490
H 0.5893 1.4989 -1.9643
H -0.5395 0.8656 1.2450
H -1.5198 -0.5566 0.7981
H 1.2627 -0.4599 1.4856
H 0.8897 -1.5152 0.4046
```

- SMILES string: NCC(=O)O
- HOMO-LUMO gap: 10.6 eV

Per-atom Löwdin charges, elementary charge units:
1. O 0.111
2. C -0.522
3. O 0.083
4. C -0.178
5. N -0.004
6. H 0.120
7. H 0.117
8. H 0.132
9. H 0.068
10. H 0.074

---

(y)
Computed, not measured: an isolated molecule of C2H5NO2, with ωB97M-V/def2-TZVPD.

```
10
Properties=species:S:1:pos:R:3
O 0.7353 -0.5949 -1.9849
C -0.0395 -0.9762 -1.0644
N -0.6842 -0.1931 -0.1332
C 0.1474 0.4296 0.8072
O 0.2517 1.8287 0.7244
H -0.1484 -2.1337 -0.8579
H -1.4966 -0.6520 0.2226
H -0.2616 0.2679 1.8194
H 1.2178 0.0124 0.6733
H 0.2781 2.0113 -0.2066
```

- SMILES string: O=CNCO
- HOMO-LUMO gap: 11.1 eV

Per-atom Löwdin charges, elementary charge units:
1. O 0.010
2. C -0.309
3. N 0.008
4. C -0.313
5. O -0.036
6. H 0.157
7. H 0.121
8. H 0.134
9. H 0.153
10. H 0.075

---

(z)
Computed, not measured: a structure of composition C2H5NO2, with ωB97M-V/def2-TZVPD.

```
10
Properties=species:S:1:pos:R:3
C -1.4499 0.5511 0.0632
C 0.0410 0.7629 0.0154
H -0.8113 -1.2085 0.6911
H -1.6244 0.9931 -0.8393
H -2.0862 0.9938 0.8468
H 0.2158 1.8218 -0.4112
H 2.7196 -0.8571 -0.4180
N 0.8539 -0.2157 0.1634
O -1.7199 -0.9063 -0.1604
O 2.2278 -0.1083 -0.0252
```

- HOMO-LUMO gap: 11.0 eV

Per-atom Löwdin charges, elementary charge units:
1. C -0.250
2. C -0.141
3. H 0.242
4. H 0.067
5. H 0.124
6. H 0.150
7. H 0.112
8. N -0.049
9. O -0.197
10. O -0.056

---

Result of the stability comparison: (z) is the least stable of them.